# 1
{
  "formula": "C4H12N2O",
  "method": "wB97M-V/def2-TZVPD",
  "symbols": ["C", "N", "C", "C", "O", "C", "N", "H", "H", "H", "H", "H", "H", "H", "H", "H", "H", "H", "H"],
  "coordinates": [[1.1229, 1.6787, 1.3371], [1.1610, 0.9810, 0.0418], [0.2075, -0.2011, -0.0332], [0.4128, -1.1008, -1.2797], [0.2904, -2.4237, -0.9147], [-1.2724, 0.2046, 0.0550], [-2.2811, -0.7829, -0.3535], [2.1950, 1.9761, 1.7969], [0.5238, 1.2698, 2.1351], [0.8167, 2.6538, 1.2044], [1.4039, 1.5099, -0.7919], [0.5799, -0.7995, 0.8121], [1.5613, -0.7564, -1.5805], [-0.1305, -0.7612, -2.1470], [0.5408, -2.4922, 0.1707], [-1.3449, 1.1133, -0.4768], [-1.5765, 0.3498, 1.1663], [-2.1334, -1.5956, 0.1920], [-2.0772, -0.8235, -1.3339]],
  "nbo_charge": [-0.4137, -0.6779, -0.0664, -0.0626, -0.7041, -0.2426, -0.8159, 0.1720, 0.2056, 0.1847, 0.3829, 0.1667, 0.1408, 0.1783, 0.4678, 0.1931, 0.1806, 0.3593, 0.3512],
  "e_tot_ev": -9367.4702,
  "homo_energy_ev": -8.34,
  "e_lumo_ev": 0.769,
  "molar_mass_da": 104.153,
  "charge": 0,
  "smiles": "CN[C@@H](CN)CO",
  "orbital_gap_ev": 9.11,
  "multiplicity": 1
}

***

# 2
{
  "formula": "C4H12N2O",
  "method": "wB97M-V/def2-TZVPD",
  "symbols": ["C", "C", "C", "C", "N", "N", "H", "H", "H", "H", "H", "H", "H", "H", "H", "H", "H", "H", "O"],
  "coordinates": [[-0.1480, -1.8823, 0.8106], [-0.9325, -0.6269, 0.5515], [-0.1606, 0.6983, 0.5909], [1.1720, 0.8700, 0.7838], [1.8923, 2.0585, 0.6358], [-0.8449, -3.0203, 0.1622], [-0.1417, -2.1252, 1.8795], [0.8727, -1.9340, 0.4525], [-1.3365, -0.5642, -0.4954], [-1.8787, -0.5184, 1.0783], [-0.8482, 1.5225, 0.4054], [1.6885, -0.0286, 1.1662], [1.9129, 2.6718, 1.4455], [1.5751, 2.5457, -0.1949], [-1.7115, -3.2233, 0.6379], [-0.9602, -2.9304, -0.8362], [0.2472, 1.8744, -2.8127], [-1.1801, 2.1171, -3.2970], [-0.6715, 1.5749, -2.6927]],
  "mulliken_spin": [0.0261, 0.0079, 0.2993, 0.2852, 0.2679, 0.0105, -0.0017, -0.0071, 0.0548, 0.0226, -0.0011, 0.0210, 0.0272, -0.0114, -0.0009, -0.0019, -0.0002, 0.0002, 0.0016],
  "e_tot_ev": -9360.6725,
  "homo_energy_ev": [-12.75, -12.69],
  "e_lumo_ev": [-3.896, -8.194],
  "s_squared": 0.7567,
  "molar_mass_da": 104.153,
  "charge": 1,
  "orbital_gap_ev": [8.86, 4.50],
  "multiplicity": 2
}

***

# 3
{
  "formula": "C4H12N2O2",
  "method": "wB97M-V/def2-TZVPD",
  "symbols": ["C", "N", "C", "C", "C", "N", "O", "H", "H", "H", "H", "H", "H", "H", "H", "H", "H", "H", "H", "O"],
  "coordinates": [[-2.1613, 0.5378, -0.6052], [-1.7457, -0.5454, 0.0587], [0.4147, -0.9377, -1.0078], [-0.3666, -0.8808, 0.3799], [0.2814, 0.1187, 1.3551], [1.4216, -0.4474, 2.0375], [-1.4052, 1.5028, -0.7305], [-3.1010, 0.5717, -1.2007], [-2.4005, -1.2892, 0.2364], [1.2213, -0.2040, -1.0189], [-0.3028, -0.7469, -1.8060], [0.8895, -1.9164, -1.0584], [-0.2679, -1.9105, 0.8275], [0.2465, 1.0814, 0.8597], [-0.5980, 0.2701, 2.0798], [2.1122, 0.2542, 2.2637], [1.8666, -1.2565, 1.6347], [1.0470, 1.9745, -2.1863], [1.1824, 1.7783, -0.6656], [1.6657, 2.0454, -1.4536]],
  "nbo_charge": [0.5058, -0.6147, -0.6348, -0.0403, -0.2352, -0.8508, -0.6503, 0.1469, 0.3993, 0.2285, 0.2150, 0.2058, 0.2078, 0.2029, 0.1693, 0.3732, 0.3677, 0.4753, 0.4727, -0.9438],
  "e_tot_ev": -11417.1784,
  "homo_energy_ev": -9.22,
  "e_lumo_ev": 0.697,
  "molar_mass_da": 120.152,
  "charge": 0,
  "smiles": "C[C@@H](CN)NC=O.O",
  "orbital_gap_ev": 9.92,
  "multiplicity": 1
}

***

# 4
{
  "formula": "C4H12N2O2",
  "method": "wB97M-V/def2-TZVPD",
  "symbols": ["C", "N", "C", "N", "O", "C", "C", "H", "H", "H", "H", "H", "H", "H", "H", "H", "H", "H", "H", "O"],
  "coordinates": [[0.8974, -0.5989, 0.8064], [-0.5367, -0.4660, 0.5910], [-1.2944, 0.6049, 0.9387], [-0.7126, 1.5521, 1.7531], [-2.4439, 0.7557, 0.5295], [1.7419, 0.2717, -0.1184], [1.6512, -0.1949, -1.5732], [1.1345, -1.6520, 0.6632], [1.1283, -0.3741, 1.8479], [-0.9531, -1.0747, -0.1135], [-0.0096, 1.2315, 2.3786], [-1.3861, 2.1939, 2.1473], [1.3869, 1.3013, -0.0582], [2.7763, 0.2374, 0.2272], [0.6122, -0.2210, -1.9010], [2.2249, 0.4575, -2.2294], [2.0674, -1.1984, -1.6775], [-2.9225, -1.0270, -2.1838], [-2.7534, -0.5122, -0.7228], [-2.6088, -1.2869, -1.3051]],
  "nbo_charge": [-0.2116, -0.6450, 0.7880, -0.8423, -0.6951, -0.4119, -0.6115, 0.2078, 0.1820, 0.4373, 0.3803, 0.4044, 0.2103, 0.2024, 0.2124, 0.2135, 0.1996, 0.4723, 0.5005, -0.9933],
  "e_tot_ev": -11419.1927,
  "homo_energy_ev": -9.69,
  "e_lumo_ev": 0.843,
  "molar_mass_da": 120.152,
  "charge": 0,
  "smiles": "CCCNC(N)=O.O",
  "orbital_gap_ev": 10.54,
  "multiplicity": 1
}

***

# 5
{
  "formula": "C4H12N2O2",
  "method": "wB97M-V/def2-TZVPD",
  "symbols": ["C", "N", "N", "O", "H", "H", "H", "H", "H", "H", "C", "C", "C", "O", "H", "H", "H", "H", "H", "H"],
  "coordinates": [[-1.7796, 0.1249, 0.3898], [-2.3403, -1.0396, 0.9201], [-2.6183, 1.1957, 0.1245], [-0.4908, 0.3933, 1.4510], [0.3181, 0.9077, 1.3611], [-1.2313, -0.1298, -0.5148], [-3.3453, -1.0108, 1.0399], [-1.9170, -1.2112, 1.8365], [-3.0322, 1.6141, 0.9486], [-2.1931, 1.8724, -0.5039], [2.7207, 0.4781, -0.1224], [1.2357, -1.2588, -1.2182], [1.5644, 0.1949, -1.0466], [0.7810, 1.0759, -1.3533], [2.8755, 1.5501, -0.0219], [2.4383, 0.0915, 0.8583], [0.5786, -1.4997, -0.3710], [2.1178, -1.8951, -1.1871], [0.6961, -1.4099, -2.1505], [3.6219, -0.0437, -0.4401]],
  "nbo_charge": [0.4385, -0.8593, -0.8239, -0.9289, 0.4779, 0.1615, 0.3715, 0.3981, 0.3750, 0.3920, -0.7265, -0.7351, 0.6084, -0.5659, 0.2331, 0.2387, 0.2633, 0.2186, 0.2368, 0.2262],
  "e_tot_ev": -11416.8506,
  "homo_energy_ev": -9.46,
  "e_lumo_ev": 0.894,
  "molar_mass_da": 120.152,
  "charge": 0,
  "smiles": "CC(C)=O.NC(N)O",
  "orbital_gap_ev": 10.35,
  "multiplicity": 1
}

***

# 6
{
  "formula": "C4H12N2O2",
  "method": "wB97M-V/def2-TZVPD",
  "symbols": ["C", "N", "C", "C", "N", "C", "O", "H", "H", "H", "H", "H", "H", "H", "H", "H", "H", "H", "H", "O"],
  "coordinates": [[-1.6928, -1.0002, 2.2282], [-1.3701, -0.0208, 1.3119], [0.0421, 0.3957, 1.1386], [0.8098, -0.6033, 0.2935], [0.4598, -0.3626, -1.1222], [1.5878, -0.3733, -2.0763], [-0.9910, -1.2809, 3.1705], [-2.6270, -1.4936, 2.0092], [-2.0217, 0.2967, 0.6117], [0.1391, 1.4420, 0.8364], [0.4555, 0.2291, 2.1922], [0.6209, -1.6087, 0.7370], [1.9141, -0.5137, 0.3769], [-0.1594, -1.1189, -1.3914], [2.5570, -0.7266, -1.6268], [1.5488, -1.2084, -2.7874], [1.7931, 0.6784, -2.2872], [-1.0094, 1.6657, -1.0571], [-0.7696, 3.0150, -1.6269], [-1.2871, 2.5883, -0.9307]],
  "nbo_charge": [0.5247, -0.6363, -0.2567, -0.2413, -0.6691, -0.4413, -0.6031, 0.1149, 0.3972, 0.2278, 0.2294, 0.1982, 0.1963, 0.3619, 0.1805, 0.2150, 0.2063, 0.4759, 0.4677, -0.9478],
  "e_tot_ev": -11416.9534,
  "homo_energy_ev": -9.38,
  "e_lumo_ev": 0.727,
  "molar_mass_da": 120.152,
  "charge": 0,
  "smiles": "CNCCNC=O.O",
  "orbital_gap_ev": 10.11,
  "multiplicity": 1
}

***

# 7
{
  "formula": "C4H12N2O2",
  "method": "wB97M-V/def2-TZVPD",
  "symbols": ["C", "C", "C", "C", "N", "N", "O", "O", "H", "H", "H", "H", "H", "H", "H", "H", "H", "H", "H", "H"],
  "coordinates": [[0.6001, -0.6702, -1.3686], [-0.3825, -0.1029, 1.1257], [2.0888, -0.8622, -1.1391], [0.5676, 1.0326, 1.2571], [-0.1112, -1.0518, 0.3093], [-1.4873, -0.0891, 1.9083], [0.1461, 0.4416, -1.6955], [-2.2738, 1.0598, -0.7148], [-2.8142, 1.4208, -1.4207], [-0.8225, -1.7686, 0.2276], [0.1281, -1.5775, -1.8008], [-1.4028, 0.8692, -1.1295], [-1.7433, 0.7751, 2.3532], [-2.2563, -0.6890, 1.6513], [2.5302, -1.1968, -2.0779], [2.5492, 0.0803, -0.8567], [2.2728, -1.6157, -0.3795], [0.3195, 1.6866, 2.0841], [0.5037, 1.5858, 0.3115], [1.5880, 0.6720, 1.3550]],
  "nbo_charge": [0.4226, 0.5489, -0.6832, -0.6999, -0.6675, -0.7731, -0.7643, -1.0094, 0.4674, 0.3631, 0.1065, 0.5026, 0.3998, 0.3977, 0.2185, 0.2127, 0.2166, 0.2167, 0.2830, 0.2414],
  "e_tot_ev": -11417.3921,
  "homo_energy_ev": -8.67,
  "e_lumo_ev": 0.860,
  "molar_mass_da": 120.152,
  "charge": 0,
  "orbital_gap_ev": 9.53,
  "multiplicity": 1
}

***

# 8
{
  "formula": "C4H12N2O2",
  "method": "wB97M-V/def2-TZVPD",
  "symbols": ["C", "C", "N", "C", "C", "N", "O", "H", "H", "H", "H", "H", "H", "H", "H", "H", "H", "H", "H", "O"],
  "coordinates": [[-2.2006, -1.6412, 0.5894], [-1.2839, -0.8492, 1.4861], [-0.5592, 0.2027, 0.7745], [0.6957, -0.0678, 0.1353], [1.8889, 0.8383, 0.6969], [1.4552, 1.6950, 1.7011], [2.9667, 0.8173, 0.1741], [-2.2191, -2.7430, 0.7496], [-3.2378, -1.3190, 0.6844], [-1.9926, -1.5584, -0.4832], [-1.9710, -0.3697, 2.1848], [-0.5479, -1.4102, 2.0654], [-1.2369, 0.7748, 0.2933], [1.1469, -1.0773, 0.1846], [0.7791, -0.0186, -0.9518], [0.4571, 1.6750, 1.8394], [1.8322, 2.6280, 1.6585], [-1.9749, -1.4809, -4.4717], [-1.5356, -0.1545, -3.7108], [-1.8115, -0.5424, -4.5594]],
  "nbo_charge": [-0.6428, -0.2186, -0.6597, -0.3568, 0.6816, -0.8493, -0.5999, 0.2192, 0.2088, 0.2061, 0.1920, 0.2029, 0.3716, 0.2284, 0.2211, 0.4037, 0.3908, 0.4744, 0.4734, -0.9471],
  "e_tot_ev": -11417.4093,
  "homo_energy_ev": -8.92,
  "e_lumo_ev": 0.407,
  "molar_mass_da": 120.152,
  "charge": 0,
  "smiles": "CCNCC(N)=O.O",
  "orbital_gap_ev": 9.33,
  "multiplicity": 1
}

***

# 9
{
  "formula": "C4H12N2O2",
  "method": "wB97M-V/def2-TZVPD",
  "symbols": ["N", "C", "C", "N", "C", "C", "O", "H", "H", "H", "H", "H", "H", "H", "H", "H", "H", "H", "H", "O"],
  "coordinates": [[-1.4959, 2.0401, -0.2592], [-0.4217, 1.8111, 0.6405], [0.9177, 1.3943, -0.1746], [2.0075, 0.7747, 0.3875], [1.8763, 0.1440, 1.6896], [1.1133, -1.1984, 1.6469], [0.9103, 1.6527, -1.3624], [-1.7901, 1.2206, -0.7538], [-1.1444, 2.6631, -0.9897], [-0.5701, 1.0462, 1.4054], [-0.1389, 2.7075, 1.1744], [2.6634, 0.5029, -0.3291], [2.8702, -0.1447, 2.0482], [1.4950, 0.8906, 2.3783], [0.1439, -1.1569, 2.1396], [1.0793, -1.4529, 0.5841], [1.5990, -2.0892, 2.0575], [-4.1632, -3.2088, -4.5874], [-2.9915, -3.8723, -3.8803], [-3.9601, -3.7247, -3.8155]],
  "nbo_charge": [-0.8140, -0.3039, 0.6565, -0.6331, -0.2307, -0.6439, -0.6429, 0.3604, 0.3762, 0.1968, 0.2064, 0.4058, 0.2097, 0.2068, 0.2142, 0.2182, 0.2173, 0.4667, 0.4680, -0.9347],
  "e_tot_ev": -11417.5723,
  "homo_energy_ev": -9.22,
  "e_lumo_ev": 0.775,
  "molar_mass_da": 120.152,
  "charge": 0,
  "smiles": "CCNC(=O)CN.O",
  "orbital_gap_ev": 10.00,
  "multiplicity": 1
}

***

# 10
{
  "formula": "C4H12N2O2",
  "method": "wB97M-V/def2-TZVPD",
  "symbols": ["C", "N", "C", "C", "C", "N", "O", "H", "H", "H", "H", "H", "H", "H", "H", "H", "H", "H", "H", "O"],
  "coordinates": [[-1.6306, -1.0277, -0.2363], [-0.7577, 0.0437, -0.4692], [-0.4774, 0.4701, -1.7628], [-0.9506, 1.2314, 0.4245], [0.3399, 1.4597, 1.2430], [1.3951, 0.5925, 0.8476], [0.5451, 2.1337, 2.2224], [-1.7806, -1.2628, 0.8148], [-2.5810, -1.1302, -0.7914], [-1.0146, -1.9696, -0.6728], [-0.1471, -0.3507, -2.3614], [0.1734, 1.3678, -1.8484], [-1.3995, 0.8983, -2.2875], [-1.6425, 1.2746, 1.2432], [-1.1341, 2.2082, -0.1438], [2.3716, 1.0523, 0.8960], [1.3150, 0.1300, -0.0979], [2.3120, -1.6576, 0.6808], [2.3530, -2.9515, 1.5158], [2.7108, -2.5121, 0.7833]],
  "nbo_charge": [-0.3983, -0.4716, -0.4144, -0.3428, 0.6784, -0.8824, -0.5818, 0.2170, 0.1792, 0.1849, 0.2089, 0.2120, 0.1601, 0.2441, 0.2202, 0.3970, 0.3908, 0.4762, 0.4701, -0.9474],
  "e_tot_ev": -11416.5154,
  "homo_energy_ev": -8.89,
  "e_lumo_ev": 0.582,
  "molar_mass_da": 120.152,
  "charge": 0,
  "smiles": "CN(C)CC(N)=O.O",
  "orbital_gap_ev": 9.47,
  "multiplicity": 1
}

***

# 11
{
  "formula": "C4H12N2O2",
  "method": "wB97M-V/def2-TZVPD",
  "symbols": ["C", "N", "C", "C", "C", "N", "O", "H", "H", "H", "H", "H", "H", "H", "H", "H", "H", "H", "H", "O"],
  "coordinates": [[0.8288, -0.2913, -0.4367], [0.7262, -0.1132, 0.9168], [1.2013, 1.1738, 1.4888], [-0.0965, -0.9177, 1.7197], [-1.6834, -0.4667, 1.5770], [-2.0230, 0.1688, 0.3595], [1.1490, 0.6065, -1.1840], [0.7545, -1.3842, -0.6488], [1.7797, 1.5993, 0.6666], [1.7279, 0.9930, 2.4172], [0.2961, 1.7770, 1.6823], [-0.0378, -2.0163, 1.7162], [0.0924, -0.7110, 2.7898], [-2.3204, -1.3274, 1.7397], [-1.7761, 0.1283, 2.5034], [-1.5637, 1.0354, 0.1263], [-1.9870, -0.3488, -0.5027], [-0.6509, -0.3909, -3.9046], [0.5297, 0.5183, -3.3523], [0.2977, -0.2720, -3.8643]],
  "nbo_charge": [0.5355, -0.4466, -0.4191, -0.2497, -0.2256, -0.8424, -0.6408, 0.1287, 0.2463, 0.2054, 0.1861, 0.2094, 0.1975, 0.1958, 0.1871, 0.3664, 0.3670, 0.4646, 0.4946, -0.9604],
  "e_tot_ev": -11417.0282,
  "homo_energy_ev": -8.91,
  "e_lumo_ev": 0.774,
  "molar_mass_da": 120.152,
  "charge": 0,
  "smiles": "CN(C=O)CCN.O",
  "orbital_gap_ev": 9.68,
  "multiplicity": 1
}

***

# 12
{
  "formula": "C4H12N2O2",
  "method": "wB97M-V/def2-TZVPD",
  "symbols": ["N", "C", "C", "C", "N", "C", "O", "H", "H", "H", "H", "H", "H", "H", "H", "H", "H", "H", "H", "O"],
  "coordinates": [[0.1055, 1.7418, 0.0438], [-0.6392, 0.4996, 0.1961], [-1.0636, 0.1319, 1.6177], [0.3063, -0.5899, -0.2795], [-0.2213, -1.7199, -0.8215], [-1.5896, -1.8750, -1.2930], [1.5143, -0.4909, -0.1200], [-0.2906, 2.4661, 0.6219], [1.0645, 1.4909, 0.2558], [-1.4698, 0.5084, -0.4947], [-0.2806, 0.3648, 2.3370], [-1.2306, -0.9214, 1.6964], [-1.9585, 0.6516, 1.9705], [0.4496, -2.3105, -1.2505], [-1.8112, -1.2942, -2.1920], [-1.7317, -2.9355, -1.4728], [-2.2997, -1.5520, -0.5371], [4.1526, 2.3236, -0.5967], [3.2440, 1.3550, 0.0590], [3.7495, 2.1555, 0.2594]],
  "nbo_charge": [-0.8336, -0.1493, -0.6257, 0.6933, -0.6095, -0.4174, -0.6514, 0.3612, 0.3834, 0.1898, 0.2243, 0.2117, 0.2134, 0.3985, 0.1931, 0.2131, 0.2045, 0.4632, 0.4778, -0.9404],
  "e_tot_ev": -11418.1394,
  "homo_energy_ev": -9.29,
  "e_lumo_ev": 0.779,
  "molar_mass_da": 120.152,
  "charge": 0,
  "smiles": "CNC(=O)[C@@H](C)N.O",
  "orbital_gap_ev": 10.07,
  "multiplicity": 1
}

***

Max |F| for the records above, in order: 0.1084, 0.0718, 0.0711, 0.0121, 0.0610, 0.0646, 0.0146, 0.0511, 0.0550, 0.0935, 0.0638, 0.0213 hartree/bohr